Entry 1:
{
  "formula": "C19H28Cl2FeN8",
  "method": "ωB97M-V/def2-TZVPD",
  "species": ["H", "C", "H", "H", "C", "H", "H", "C", "C", "H", "H", "H", "C", "Cl", "H", "N", "H", "N", "C", "H", "H", "C", "C", "H", "H", "H", "C", "N", "N", "H", "C", "C", "C", "H", "N", "H", "H", "H", "N", "C", "C", "H", "Fe", "H", "H", "H", "Cl", "C", "N", "H", "C", "H", "C", "C", "N", "H", "H", "C"],
  "positions_angstrom": [[-4.5536, -4.0746, 1.0951], [2.5112, 3.8179, 0.4798], [-0.3007, -3.7200, -0.2349], [1.8739, 0.5832, 2.1786], [4.4747, 2.5007, -1.0504], [-5.0757, 1.6945, 0.5079], [-3.3076, 0.0026, 0.6487], [4.8020, 3.5441, -0.1852], [-3.7333, 3.2689, -0.0657], [-0.6201, 0.4110, 2.4343], [0.6090, -1.0657, -4.4418], [1.5176, -3.3852, 1.2209], [3.1601, 2.0967, -1.1592], [-0.1934, -0.2064, -2.3827], [-5.0524, -3.3651, -1.2933], [0.3238, -2.9481, -0.4465], [0.4308, -2.9693, -1.4574], [1.6446, -0.7115, 0.5494], [2.1957, 2.7698, -0.3986], [2.5379, -1.6609, -1.0820], [-3.0298, -1.6245, -1.9316], [1.6513, -3.1502, 0.1660], [-0.3522, -1.1664, -3.9512], [-1.3517, -0.9936, 2.7287], [1.9780, 0.1159, 0.0725], [3.4093, -1.9122, 0.4270], [1.8449, -0.4964, 2.0053], [-0.1347, 2.9546, -0.3519], [-1.7577, 1.2477, 0.1292], [2.8582, 1.3186, -1.8491], [-2.8775, -2.8216, 1.0185], [3.8303, 4.2002, 0.5762], [-2.3907, 3.5593, -0.2909], [-2.0507, 4.5566, -0.5341], [-2.3640, -2.0353, 0.0843], [4.1119, 5.0156, 1.2278], [5.8333, 3.8631, -0.1073], [2.8076, -0.8941, 2.3339], [-3.9867, -3.4225, 0.5710], [-3.0481, 1.0145, 0.3783], [-4.2167, -3.0111, -0.7159], [5.2438, 2.0279, -1.6446], [-0.5730, -0.9559, 0.0783], [0.7026, -2.1812, 2.7505], [1.7341, 4.3196, 1.0418], [-2.4763, -2.9989, 2.0027], [-0.7320, -2.8401, -3.6828], [-4.0553, 1.9797, 0.2916], [-0.5542, -0.5871, 2.2475], [-4.4862, 4.0412, -0.1447], [-3.2080, -2.1523, -1.0118], [-1.1532, -0.6764, -4.4929], [2.4112, -1.8532, -0.0129], [-1.4805, 2.5290, -0.1876], [0.8718, 2.3633, -0.5581], [2.2027, -3.9822, -0.2754], [0.8304, -0.8393, 3.8748], [0.7135, -1.0948, 2.8202]],
  "atomic_forces_ev_per_a": [[0.00, 0.00, -0.01], [0.09, 0.09, 0.06], [0.04, -0.02, 0.06], [-0.01, 0.00, 0.02], [-0.08, -0.01, -0.01], [0.00, 0.01, 0.00], [0.00, -0.01, 0.03], [0.05, 0.05, 0.03], [0.05, 0.07, 0.01], [-0.04, 0.00, 0.00], [-0.03, 0.00, 0.00], [0.02, -0.01, 0.01], [0.11, 0.03, -0.02], [-0.04, -0.04, -0.41], [-0.01, 0.01, -0.02], [0.08, -0.09, -0.01], [-0.05, -0.06, -0.03], [-0.02, 0.05, -0.07], [-0.34, -0.08, -0.08], [0.01, -0.02, 0.02], [0.00, 0.03, -0.01], [-0.04, 0.04, 0.06], [0.05, 0.21, 0.06], [0.06, -0.01, 0.08], [0.10, 0.07, 0.02], [-0.04, 0.00, 0.03], [0.06, 0.01, 0.00], [-0.35, -0.01, 0.00], [-0.10, 0.27, -0.04], [0.00, -0.02, -0.01], [0.04, -0.08, 0.03], [-0.04, -0.06, -0.03], [-0.16, 0.07, -0.02], [0.01, 0.00, 0.00], [-0.50, -0.02, -0.27], [0.00, 0.00, 0.01], [0.01, 0.00, 0.00], [-0.02, -0.01, -0.02], [0.02, 0.03, 0.02], [0.04, 0.08, -0.08], [-0.01, -0.03, -0.01], [0.00, -0.01, 0.00], [0.46, -0.19, 0.44], [0.01, -0.01, 0.00], [-0.01, -0.01, 0.00], [0.01, 0.01, 0.01], [-0.03, -0.05, 0.02], [-0.02, -0.10, 0.01], [-0.10, -0.08, 0.19], [-0.01, 0.00, -0.01], [0.00, -0.03, 0.06], [0.03, -0.01, 0.00], [0.05, 0.00, -0.03], [0.43, -0.09, 0.06], [0.25, -0.07, 0.01], [-0.02, 0.05, -0.05], [0.00, 0.04, -0.04], [-0.04, 0.00, -0.04]],
  "spin_multiplicity": 6,
  "homo_energy_ev": [-17.8, -17.7],
  "lumo_ev": [-10.449, -11.492],
  "gap_ev": [7.3, 6.2],
  "total_charge": 3,
  "e_tot_ev": -91485.079
}


Entry 2:
{
  "formula": "C19H28ClHfN3O4S2",
  "method": "ωB97M-V/def2-TZVPD",
  "species": ["C", "C", "H", "O", "H", "H", "C", "H", "C", "C", "C", "H", "H", "C", "H", "H", "C", "C", "S", "S", "C", "H", "H", "O", "H", "N", "C", "H", "H", "H", "H", "H", "H", "C", "C", "C", "H", "Cl", "C", "N", "H", "C", "H", "H", "H", "Hf", "H", "H", "H", "C", "O", "H", "H", "C", "O", "N", "C", "H"],
  "positions_angstrom": [[0.5968, -2.8807, 0.4148], [-1.2440, -1.4212, -2.7399], [1.6045, -4.0044, 1.9477], [-2.7321, -0.4523, 1.1843], [-4.0293, -2.8078, -1.6955], [-0.8920, -2.2702, -3.3061], [1.8587, -2.3954, -0.3040], [0.6092, -0.3677, -2.9227], [1.6294, 4.3858, 0.6191], [-2.5775, -1.3828, -2.3294], [0.9623, 3.2904, 1.1619], [3.5476, -1.1008, -0.0637], [-4.0816, -0.1651, -1.4181], [1.6061, 2.5111, 2.1330], [3.3751, 2.2466, 3.2965], [1.8426, -1.1012, 4.3798], [2.7740, -1.5174, 1.8846], [1.4461, -1.9132, 2.5165], [-0.7010, 2.9770, 0.6300], [0.7829, 1.1560, 2.9394], [-0.8447, 0.7751, -1.8228], [1.1135, 4.9924, -0.1088], [-4.2643, -2.2231, -3.3273], [-1.4183, -0.9946, 2.9355], [0.2751, -3.8130, -0.0684], [1.7761, 0.0315, 0.1987], [2.5573, -1.2247, 0.3918], [-2.9809, -3.3815, -3.0085], [3.1860, -0.6305, 2.3688], [0.5714, -2.1631, 4.3724], [-0.7389, -1.8246, -0.6876], [2.2716, 0.7687, 0.7165], [-0.0264, -3.4660, 2.4016], [-3.5042, -2.5184, -2.6045], [0.8928, -3.1811, 1.8898], [-3.0363, -0.2378, -1.6727], [-0.2364, 1.6752, -1.7927], [-2.6065, -0.2283, 2.6173], [2.9083, 4.7082, 1.0282], [-0.4826, -1.8615, 0.3076], [3.3960, 5.5739, 0.6104], [3.5476, 3.9269, 1.9789], [-1.3049, -2.2561, 0.7701], [4.5398, 4.1798, 2.3122], [-2.6097, 1.7645, -1.0388], [-0.6622, 0.5651, 0.9981], [1.8925, 0.2898, -0.7842], [0.7269, -1.1123, 2.3156], [2.1505, -2.7530, 4.3227], [-2.1905, 0.8311, -1.4125], [-3.6991, -0.6189, 3.3368], [3.5009, -2.3249, 1.9781], [2.5572, -3.2295, -0.3719], [2.9002, 2.8369, 2.5292], [-2.2345, 1.1329, 2.7195], [1.5204, -2.0052, 4.0034], [-0.3910, -0.3480, -2.5123], [1.6103, -2.1055, -1.3250]],
  "atomic_forces_ev_per_a": [[0.45, 0.00, 0.00], [0.09, 0.29, -0.20], [0.01, -0.11, 0.05], [-0.23, 0.13, -1.83], [-0.04, -0.09, 0.02], [0.06, -0.16, -0.05], [-0.07, 0.13, 0.18], [0.09, 0.01, -0.01], [-0.11, -0.06, -0.08], [0.05, 0.20, 0.14], [0.12, -0.09, 0.15], [-0.18, 0.08, 0.07], [-0.14, -0.01, 0.15], [-0.09, -0.03, 0.15], [0.13, -0.07, 0.11], [-0.03, -0.13, -0.02], [-0.28, 0.18, 0.01], [-0.01, -0.20, -0.98], [-0.04, -0.28, -0.06], [-0.27, 0.45, -0.14], [-0.12, 0.21, -0.29], [0.00, 0.09, -0.11], [-0.04, 0.03, -0.04], [1.05, -0.45, 0.43], [-0.07, 0.21, 0.11], [-0.17, 0.70, 0.01], [-0.09, -0.43, 0.08], [0.01, -0.03, 0.02], [0.04, 0.05, 0.07], [0.31, -0.07, 0.07], [-0.01, 0.05, 0.30], [-0.16, -0.05, -0.22], [-0.11, -0.20, 0.00], [-0.14, -0.10, -0.04], [-0.09, 0.29, -0.01], [0.11, -0.14, -0.15], [-0.05, -0.13, 0.13], [-0.14, -1.54, 1.00], [-0.05, -0.04, -0.03], [-0.52, -0.05, -0.03], [0.08, 0.09, -0.03], [0.03, -0.01, 0.08], [0.05, 0.11, -0.12], [0.16, 0.05, 0.04], [0.12, -0.13, 0.12], [1.53, -0.11, -0.23], [-0.16, -0.01, 0.15], [0.53, -0.50, 0.46], [-0.20, 0.19, 0.00], [0.18, 0.11, -0.40], [-1.63, -0.31, 0.91], [0.08, -0.06, 0.01], [0.04, -0.03, -0.02], [0.01, 0.02, -0.09], [0.20, 1.99, 0.09], [-0.12, 0.17, 0.20], [-0.18, -0.12, -0.01], [0.01, -0.06, -0.11]],
  "spin_multiplicity": 1,
  "homo_energy_ev": -13.7,
  "lumo_ev": -6.561,
  "e_above_lowest_kcal_mol": 29.73,
  "gap_ev": 7.1,
  "total_charge": 2,
  "e_tot_ev": -68299.212
}


Entry 3:
{
  "formula": "C19H28ClN5O8S2Sr",
  "method": "ωB97M-V/def2-TZVPD",
  "species": ["C", "N", "H", "C", "H", "C", "H", "C", "Sr", "H", "O", "C", "C", "H", "O", "H", "C", "N", "H", "H", "O", "O", "C", "C", "C", "H", "Cl", "O", "H", "H", "O", "H", "H", "C", "H", "H", "N", "C", "H", "H", "H", "C", "C", "C", "N", "O", "H", "H", "C", "S", "H", "H", "H", "S", "O", "H", "C", "N", "C", "H", "C", "H", "H", "H"],
  "positions_angstrom": [[3.0597, -4.6370, 4.1964], [-3.0372, 2.5960, -0.9388], [-4.6431, 3.0392, -2.2268], [-0.1367, 3.4725, -3.0138], [-0.4875, -2.7858, -2.3128], [-2.3982, 4.4706, -2.9244], [-2.8703, 4.0775, -3.8337], [-2.3901, -0.7239, 2.7378], [0.6758, 0.4265, 0.0894], [-4.7630, 3.6719, -0.5895], [0.3595, -0.9898, -1.8226], [-0.9550, -1.2002, -3.7469], [-1.7865, 2.5650, -1.4709], [-1.2788, -1.9924, -4.4209], [3.2748, 3.5835, 0.7916], [-2.6050, 1.0638, 0.4366], [2.6444, -3.1508, 2.3463], [4.7709, -4.0925, 5.8187], [-0.2003, 3.1158, -4.0468], [-1.7058, -0.4113, -3.7727], [1.0388, 2.7333, 1.1025], [0.9579, -3.9418, 0.6102], [-3.4553, 1.5793, 0.0065], [3.6199, -2.2822, 2.8305], [-4.0707, 3.5046, -1.4146], [5.0788, -1.9216, 4.3495], [2.4085, 2.4802, 0.6068], [2.5376, -2.1031, -0.0409], [1.7869, -1.9186, -2.9656], [1.6095, -4.9941, 2.6556], [-0.9645, 1.7040, -1.1145], [5.2057, -3.3182, 6.2923], [2.0585, -0.1925, -2.6778], [-3.4477, 4.7981, -1.8865], [-4.0219, 2.0535, 0.8098], [0.2753, 4.4825, -3.0271], [-1.4484, 3.5055, -2.3912], [-0.4931, -1.6073, 2.0163], [-1.5984, -1.5656, -1.6505], [3.8439, -1.3630, 2.3022], [-2.9840, 5.3140, -1.0434], [0.4373, -0.6334, -4.1243], [-0.7606, -1.7273, -2.3264], [4.0367, -3.7722, 4.6822], [0.7144, -1.5484, 1.3646], [2.8736, 1.2472, 1.2909], [-1.8376, 5.3585, -3.2185], [-4.1034, 0.8374, -0.4724], [2.3640, -4.3230, 3.0391], [-1.2008, -2.9446, 2.8414], [0.3705, 0.4420, -4.2862], [2.8438, -5.5607, 4.7202], [4.3396, -4.7426, 6.4545], [1.6704, -2.7299, 0.9470], [2.2742, 2.1074, -0.8296], [0.8457, -1.0828, -5.0286], [-2.5494, -1.9653, 3.2499], [-1.2326, -0.5061, 2.0294], [1.3009, -0.9420, -2.9055], [-3.3805, -2.3362, 3.8263], [4.3114, -2.5930, 3.9814], [-4.2111, 5.4518, -2.3088], [0.5293, 2.8349, -2.4451], [-3.1008, 0.0830, 2.8523]],
  "atomic_forces_ev_per_a": [[-0.10, 0.02, -0.15], [-0.02, 0.10, 0.00], [-0.02, -0.01, 0.00], [-0.03, 0.05, -0.02], [-0.10, -0.05, -0.02], [0.07, -0.08, -0.04], [0.00, -0.01, 0.00], [0.04, -0.02, -0.04], [-0.88, -0.37, -0.05], [0.00, 0.06, 0.01], [-0.08, -0.21, -0.52], [0.02, -0.03, -0.11], [0.06, -0.02, 0.04], [0.00, 0.01, 0.00], [-0.19, -0.16, -0.04], [0.10, 0.05, -0.03], [0.00, 0.03, 0.39], [-0.01, -0.02, -0.02], [-0.01, -0.03, 0.01], [-0.01, -0.01, 0.03], [1.19, 0.33, -0.33], [-0.09, 0.18, -0.23], [-0.16, -0.09, -0.04], [-0.01, 0.06, -0.14], [0.05, -0.14, 0.04], [-0.02, 0.00, -0.01], [0.14, -0.78, 0.28], [-0.15, -0.31, 0.22], [0.04, 0.00, -0.08], [-0.03, -0.01, -0.01], [-0.32, 0.04, -0.15], [0.00, 0.01, -0.02], [-0.04, 0.03, 0.02], [-0.04, 0.08, 0.00], [0.02, 0.00, 0.01], [0.02, -0.01, 0.01], [-0.04, 0.05, -0.03], [0.84, 0.35, -0.61], [-0.03, 0.03, -0.03], [-0.07, -0.02, -0.04], [-0.01, 0.00, 0.00], [-0.06, -0.03, -0.11], [0.29, 0.07, 0.10], [0.11, 0.04, 0.13], [-1.13, -0.60, 1.27], [-0.27, 1.47, -0.61], [-0.01, 0.03, 0.05], [0.01, 0.01, 0.00], [0.13, 0.02, 0.01], [0.16, -0.35, 0.03], [0.05, 0.00, 0.02], [0.01, 0.01, 0.01], [-0.02, -0.01, -0.02], [0.37, -0.27, -0.33], [0.41, 0.78, 0.88], [-0.02, -0.01, 0.01], [-0.28, 0.26, 0.07], [0.10, -0.33, 0.00], [-0.15, -0.13, 0.17], [0.05, -0.04, -0.01], [0.02, -0.01, 0.02], [0.02, 0.00, -0.01], [0.01, -0.01, 0.01], [0.03, -0.01, 0.00]],
  "spin_multiplicity": 1,
  "homo_energy_ev": -7.7,
  "lumo_ev": 0.297,
  "e_above_lowest_kcal_mol": 26.87,
  "gap_ev": 8.0,
  "total_charge": 0,
  "e_tot_ev": -79013.382
}